Computed, not measured: C29H42N8SSbY as an isolated structure at a distorted geometry, with the ωB97M-V functional and the def2-TZVPD basis.

XYZ file:
```
82
Properties=species:S:1:pos:R:3:mulliken_charge:R:1
Sb -1.093 -4.940 14.294 0.529
Y -2.082 -6.166 17.476 -0.099
S -3.027 -8.252 15.650 -0.574
N -2.116 -7.945 19.192 0.934
N -3.848 -5.384 19.208 -0.010
N -4.381 -5.289 16.458 -0.109
N -2.384 -10.789 15.514 -0.141
N -2.241 -3.684 17.564 0.014
N -0.631 -5.627 19.144 1.654
N -1.199 -9.337 14.099 -0.374
N 0.350 -6.610 16.939 0.342
C 1.191 -5.822 17.612 0.775
C -2.851 -9.923 20.317 -0.892
C -2.442 -3.304 18.989 -0.396
C -2.741 -9.128 19.170 -0.047
C 0.318 -5.960 12.883 -1.320
C -0.681 -6.494 22.790 -1.321
C -4.165 -3.927 15.916 -0.273
C 0.626 -5.154 18.829 -0.309
C -1.553 -7.501 20.403 0.014
C 2.094 -7.186 15.471 -0.749
C -5.175 -5.864 18.792 -0.667
C 2.512 -5.545 17.159 0.847
C 2.673 -3.854 18.898 -1.184
C -1.233 -7.731 22.795 -0.835
C -0.345 -3.028 13.657 -1.364
C 1.380 -4.155 19.398 -0.548
C 0.817 -7.292 15.894 -0.208
C -3.192 -2.991 16.721 -0.763
C 2.976 -6.290 16.049 -1.006
C -2.068 -9.535 15.119 0.733
C -3.744 -3.933 19.465 -0.907
C -2.350 -9.528 21.504 -0.844
C -2.688 -4.706 12.795 -1.474
C 3.226 -4.574 17.867 -0.807
C -0.840 -6.270 20.385 -0.117
C -1.652 -12.023 15.102 -0.933
C -1.727 -8.233 21.596 0.896
C -0.456 -5.749 21.563 -0.560
C -5.494 -5.323 17.379 -1.105
H -6.015 -5.594 19.418 0.465
H -6.357 -5.778 16.896 0.532
H -5.076 -3.326 15.733 0.413
H 3.215 -3.050 19.320 0.489
H -3.499 -5.352 13.039 0.335
H -2.577 -2.250 19.189 0.646
H -1.201 -2.348 13.556 0.415
H 4.023 -6.233 15.700 0.439
H -2.263 -12.661 14.464 0.286
H 1.022 -3.561 20.269 0.345
H 2.458 -7.724 14.623 0.558
H -1.344 -3.367 17.262 0.408
H 0.454 -7.029 13.040 0.360
H 0.018 -4.800 21.700 0.357
H -3.190 -9.347 18.180 0.184
H -3.981 -3.746 20.585 0.462
H -0.688 -11.614 14.760 0.404
H 1.319 -5.539 13.065 0.391
H -4.609 -3.465 18.975 0.366
H -4.570 -5.891 15.608 0.403
H -3.065 -3.666 12.936 0.395
H -1.555 -12.663 16.086 0.302
H -2.755 -2.238 16.007 0.315
H -3.696 -5.846 20.064 0.338
H -3.806 -3.941 14.939 -0.264
H -0.149 -5.698 11.880 0.444
H -1.227 -8.369 13.742 0.007
H -3.316 -10.930 20.339 0.358
H 0.329 -2.541 14.382 0.413
H -1.651 -3.693 19.660 -0.024
H -3.117 -10.839 16.191 0.275
H 4.271 -4.369 17.548 0.373
H -3.819 -2.407 17.392 0.338
H -5.893 -4.300 17.454 0.443
H -0.958 -10.064 13.382 0.283
H 0.067 -7.860 15.354 0.163
H -0.339 -6.056 23.658 0.530
H -1.262 -8.395 23.642 0.488
H -5.095 -6.958 18.742 0.341
H -0.029 -3.067 12.614 0.438
H -2.291 -4.924 11.849 0.542
H -2.517 -10.209 22.336 0.443
```

Computed properties:
2S+1 = 1
charge = +2
F_max = 3.24 eV/A
energy = -2244.700344 Ha
HOMO = -12.2 eV


Computed, not measured: the molecule C29H43BrClN3O3 at a distorted geometry, with the ωB97M-V functional and the def2-TZVPD basis.

XYZ file:
```
80
Properties=species:S:1:pos:R:3:mulliken_charge:R:1
Br 0.174 2.231 7.927 -0.221
Cl -2.260 -6.872 -6.677 -0.213
O 3.017 -1.248 -4.528 -0.316
O 0.403 1.741 1.701 -0.727
O 0.913 -1.570 0.012 -0.739
N 2.389 -2.258 -5.174 -0.623
N 0.426 0.316 -1.089 0.758
N 2.498 1.005 1.400 0.165
C 3.579 0.055 1.517 -0.977
C 1.288 -2.568 -4.607 0.217
C -0.767 -3.937 -4.441 -0.139
C 1.056 -0.184 2.981 -0.936
C 1.006 -1.718 -3.387 -0.545
C -1.723 1.417 -1.398 -0.499
C 0.765 -4.322 -6.256 -0.695
C -3.232 1.378 -1.152 -1.248
C -3.654 2.623 2.519 -0.543
C -1.265 2.446 6.620 -0.848
C 1.274 0.935 1.984 0.993
C -1.231 -5.624 -6.072 0.402
C 2.705 1.924 0.299 -1.026
C -3.634 1.366 0.324 -0.727
C -1.342 1.268 5.669 -0.298
C -3.042 2.525 1.124 0.054
C -0.232 0.008 3.779 -0.618
C -3.020 3.750 3.323 -1.176
C 1.292 -0.573 -0.579 -0.832
C 0.420 -3.616 -5.101 0.618
C 2.787 -0.328 -0.853 2.270
C 3.567 -0.929 0.332 -1.114
C 2.276 -0.858 -3.345 0.484
C -0.053 -5.320 -6.742 -0.687
C -1.591 -4.937 -4.923 -0.931
C 3.174 -1.099 -2.129 -2.280
C 3.167 1.156 -0.954 -1.229
C -0.993 0.225 -0.799 -0.080
C -0.104 1.148 4.785 -0.367
H 3.525 -0.484 2.460 0.411
H -1.478 0.345 6.238 0.363
H -4.725 1.418 0.375 0.549
H 1.758 2.444 0.140 0.317
H -0.465 -0.921 4.305 0.657
H 1.000 -1.111 2.403 0.351
H -1.376 -0.717 -1.205 0.167
H 3.173 -2.169 -1.909 0.295
H 4.255 1.205 -1.037 0.603
H 0.101 -1.126 -3.527 0.379
H -2.507 -5.184 -4.412 0.417
H 3.457 2.668 0.585 0.489
H 0.892 -2.328 -2.491 0.502
H 4.191 -0.820 -2.416 0.614
H 3.075 -1.860 0.618 0.430
H 0.748 1.186 -1.476 0.491
H 1.684 -4.068 -6.759 0.468
H -3.675 2.255 -1.630 0.399
H 4.509 0.633 1.514 0.323
H 0.214 -5.864 -7.634 0.410
H 2.766 1.622 -1.855 0.330
H -1.547 1.441 -2.477 0.460
H -1.053 3.375 6.092 0.346
H 2.062 0.210 -3.462 0.310
H -3.200 4.708 2.841 0.468
H -4.731 2.790 2.439 0.387
H -2.179 2.555 7.204 0.512
H 0.773 0.976 5.416 0.419
H -3.433 3.791 4.330 0.374
H -3.650 0.492 -1.637 0.367
H -2.226 1.410 5.043 -0.021
H -3.335 0.420 0.781 0.171
H -1.964 2.395 1.229 -0.182
H -1.311 2.332 -0.968 0.348
H -3.222 3.462 0.590 0.438
H -3.508 1.672 3.039 0.356
H -1.050 0.225 3.090 -0.310
H 4.589 -1.157 0.032 0.478
H 1.899 -0.251 3.670 0.506
H -1.945 3.601 3.390 0.079
H -1.123 0.201 0.286 -0.453
H 0.050 2.082 4.241 0.199
H -1.051 -3.409 -3.544 0.460
```

Computed properties:
structure (SMILES) = CCCCCCCNC(=O)C1(C[C@@H]2CC(c3ccc(Cl)cc3)=NO2)CCN(C(=O)CCCCCBr)CC1
2S+1 = 1
F_max = 1.12 eV/A
energy = -4555.074423 Ha
HOMO = -8.5 eV


Computed, not measured: C29H43CaClCs2FKLiN3O11S2 as an isolated structure at a distorted geometry, with the ωB97M-V functional and the def2-TZVPD basis.

XYZ file:
```
95
Properties=species:S:1:pos:R:3:mulliken_charge:R:1
Cs 2.188 3.314 2.806 1.088
Cs 0.267 -2.641 -2.170 1.093
Ca -0.179 6.853 -7.970 0.686
K -2.381 6.221 -5.153 0.745
Cl 0.968 -0.723 3.007 -0.569
S -2.252 -2.607 1.434 -0.751
S -3.408 -3.420 4.338 -0.275
F 1.290 -4.468 5.776 -0.297
O 0.804 -7.759 10.042 -0.556
O 4.387 0.531 -0.300 -0.519
O 2.044 -8.704 8.403 -0.352
O 1.937 -9.693 10.318 -0.341
O -1.453 0.926 -2.415 -0.045
O 5.860 0.464 -1.961 -0.470
O 6.444 0.447 0.166 -0.438
O 1.257 -4.239 0.630 -0.410
O 3.254 8.464 -6.864 -0.768
O -1.131 5.700 -2.930 -0.674
O -2.389 2.982 -5.064 -0.530
N -4.235 0.653 -4.673 -0.363
N 0.048 7.130 -4.297 0.188
N 0.980 -2.971 1.298 0.610
C 0.956 2.718 -1.632 -0.845
C -4.669 2.058 -4.729 -1.103
C 0.648 -0.168 -1.579 0.007
C -0.868 0.038 -1.547 -0.744
C 1.519 -8.633 9.628 0.757
C -4.100 4.529 -4.462 -1.992
C 0.309 -2.035 0.445 -2.273
C 1.394 1.932 -2.931 -0.652
C 5.584 0.477 -0.758 0.711
C -1.177 -1.730 0.359 0.970
C 1.115 7.303 -5.282 -1.251
C -3.595 0.289 -3.408 -0.870
C -2.049 0.216 -3.576 -0.293
C -1.801 -0.719 -0.601 -0.266
C 1.706 0.513 -2.510 -0.152
C -0.251 5.916 -3.760 0.094
C 0.288 -3.249 2.492 -0.818
C 1.610 2.144 -0.315 -0.392
C -1.672 -3.502 3.960 0.413
C 1.234 -1.228 -0.552 -0.174
C 1.499 -9.715 11.678 -0.632
C -3.609 3.070 -4.291 1.468
C 1.077 -3.692 3.554 -0.141
C -0.716 8.305 -3.870 -0.718
C 0.516 -4.030 4.771 -0.291
C 2.583 -6.407 7.815 -0.784
C -1.099 -3.168 2.721 1.032
C 1.716 -7.615 7.533 -0.186
C -0.853 -3.961 4.995 -0.558
Li 1.863 0.535 1.390 0.729
H 0.552 1.966 -3.645 -0.030
H 2.649 1.807 -0.463 1.058
H -1.304 -4.251 5.945 0.520
H -3.977 4.824 -5.590 0.282
H 2.003 -8.934 12.246 0.293
H -0.365 9.198 -4.380 0.385
H 2.160 -3.793 3.480 0.489
H 0.907 1.308 0.014 0.317
H -3.401 5.150 -3.777 0.332
H 3.640 -6.677 7.780 0.319
H -4.050 -3.044 3.212 0.136
H -1.683 -0.818 -3.529 0.135
H -0.136 2.783 -1.543 0.073
H 1.874 -0.173 -3.451 0.495
H -1.707 0.699 -4.497 0.473
H 1.597 6.352 -5.507 0.475
H -4.907 2.280 -5.785 0.394
H 0.387 5.107 -4.152 0.280
H 1.526 2.944 0.471 -0.650
H -2.874 -0.551 -0.564 0.643
H 2.239 2.326 -3.515 0.580
H -1.680 2.891 -4.417 0.153
H 2.673 0.502 -1.983 -0.012
H -5.610 2.230 -4.171 0.395
H -3.852 0.966 -2.575 0.300
H 3.256 8.079 -7.750 0.126
H 1.775 -10.682 12.090 0.228
H 0.689 7.717 -6.190 0.252
H -5.153 4.615 -4.171 0.493
H -1.774 8.151 -4.091 0.263
H 1.860 7.997 -4.899 0.351
H -3.912 -0.716 -3.087 0.424
H 0.655 -7.372 7.606 0.306
H -0.602 8.428 -2.794 0.278
H -3.327 2.972 -3.230 0.122
H 2.389 -6.006 8.810 0.307
H 1.897 -7.970 6.519 0.301
H 2.395 -5.622 7.086 0.125
H 0.419 -9.599 11.747 0.297
H 1.281 3.764 -1.769 0.597
H 0.734 -4.165 -0.175 0.295
H 2.374 -1.421 -0.530 0.999
H -5.078 0.091 -4.733 0.304
```

Computed properties:
2S+1 = 1
charge = +2
F_max = 9.58 eV/A
energy = -4803.447049 Ha
HOMO = -9.7 eV


Computed, not measured: C29H43ClErFN5O3SSi as an isolated structure at a distorted geometry, with the ωB97M-V functional and the def2-TZVPD basis.

XYZ file:
```
85
Properties=species:S:1:pos:R:3:mulliken_charge:R:1
Er -0.074 -0.156 -0.817 1.423
Cl 0.912 -8.533 0.845 -0.191
S 0.073 2.679 1.747 0.430
Si -3.403 1.878 -0.521 0.323
F -1.565 -1.529 -2.218 -0.250
O -0.375 -1.980 0.449 -0.740
O -0.132 1.303 1.184 -0.305
O 0.903 -2.188 -1.326 -0.596
N 2.571 0.551 -1.700 1.315
N 0.383 2.395 -1.588 -0.083
N -2.328 0.535 -0.632 0.356
N 0.389 0.018 -3.461 -0.423
N 1.942 -0.557 0.952 -0.113
C 1.196 -6.351 -0.710 -0.870
C -4.096 -3.310 -0.302 -0.744
C 3.712 2.431 4.488 -0.535
C 0.709 -6.857 0.488 0.430
C 1.489 2.565 2.857 0.609
C -3.925 -1.029 0.477 -0.085
C 0.300 -2.708 -0.338 0.863
C -2.933 -0.706 -0.470 0.373
C -1.191 2.935 3.009 -1.130
C 3.492 -0.308 -0.932 -1.048
C 2.799 0.291 -3.139 -1.121
C 3.597 3.459 3.562 -0.619
C -3.115 -3.046 -1.245 -0.734
C -4.253 2.243 1.151 -1.581
C 0.062 -6.034 1.400 -0.900
C 0.422 -4.164 -0.075 0.363
C 2.789 1.970 -1.389 -0.575
C -2.528 3.513 -0.934 -1.113
C 2.485 3.523 2.735 -0.348
C 1.595 1.535 3.780 -0.745
C -4.489 -2.290 0.554 -1.071
C -4.799 1.631 -1.769 -1.182
C 2.716 1.468 4.592 -0.750
C 1.055 -5.004 -0.986 -0.325
C 3.322 -0.230 0.577 -1.102
C 1.709 -0.572 -3.753 -0.535
C -0.082 -4.689 1.112 -0.284
C -2.584 -1.784 -1.288 0.331
C 1.714 2.851 -2.011 -0.946
H 3.779 2.303 -1.731 0.283
H -3.751 1.794 2.011 0.414
H 0.127 2.864 -0.729 -0.222
H 3.294 -1.335 -1.244 0.524
H 2.844 1.237 -3.681 0.384
H -4.406 1.485 -2.777 0.309
H -0.329 -6.445 2.320 0.443
H -4.544 -4.292 -0.245 0.424
H -2.763 -3.804 -1.934 0.508
H 0.317 0.913 -3.934 0.190
H 2.808 0.665 5.311 0.434
H -0.317 2.689 -2.257 0.196
H -2.136 3.114 2.502 0.206
H 1.858 -1.558 1.074 0.189
H 3.767 -0.194 -3.290 0.409
H 0.807 0.794 3.868 0.448
H 1.772 2.806 -3.097 0.407
H 1.711 -0.146 1.846 0.028
H -1.707 3.754 -0.254 0.251
H -4.324 3.320 1.322 0.484
H -5.496 2.472 -1.795 0.351
H -0.900 3.808 3.591 0.507
H -5.248 -2.481 1.303 0.462
H 1.676 -7.013 -1.417 0.435
H 1.433 -4.596 -1.915 0.489
H 4.536 -0.061 -1.171 0.468
H -2.172 3.563 -1.965 0.278
H 4.373 4.208 3.481 0.421
H 1.731 -1.570 -3.322 0.026
H -0.597 -4.031 1.799 0.496
H 1.903 3.891 -1.731 0.559
H 4.579 2.386 5.133 0.436
H -4.235 -0.260 1.170 0.299
H -5.275 1.857 1.148 0.473
H -3.273 4.304 -0.823 0.428
H 4.046 -0.921 1.014 0.422
H 2.388 4.312 1.998 0.433
H -5.371 0.738 -1.505 0.333
H -0.323 -0.568 -3.887 0.300
H 3.569 0.764 0.953 0.348
H 1.898 -0.659 -4.827 0.604
H 2.741 2.095 -0.306 -0.021
H -1.256 2.050 3.639 0.368
```

Computed properties:
2S+1 = 4
charge = +1
F_max = 2.20 eV/A
energy = -3893.221291 Ha
HOMO (spin up / spin down) = -9.6 / -9.6 eV


Computed, not measured: a 2-piece molecular cluster, C29H43F3N5O7PS overall at a distorted geometry, with the ωB97M-V functional and the def2-TZVPD basis.

XYZ file:
```
89
Properties=species:S:1:pos:R:3:mulliken_charge:R:1
S -0.680 4.169 -2.026 1.621
P 4.673 -3.911 0.704 0.956
F 1.465 4.459 0.619 -0.134
F 1.740 1.735 3.236 -0.444
F -2.803 6.067 1.240 -0.270
O -4.236 5.751 -1.308 -0.420
O 0.384 5.947 1.742 -0.528
O -1.997 4.525 2.501 -0.390
O 0.671 4.691 -2.080 -0.728
O 4.946 -2.437 0.939 -0.818
O -1.555 5.297 -2.289 -0.643
O -0.721 -0.260 -0.312 -0.532
N 3.936 -3.658 -0.849 0.253
N -2.229 1.420 -1.009 0.178
N 4.170 -5.604 0.638 -0.055
N -0.955 4.684 0.469 0.259
N 6.338 -4.355 0.492 0.045
C -0.851 2.995 -3.379 -1.131
C 7.182 -4.148 1.669 -1.087
C -6.617 -0.572 0.459 0.877
C 0.986 1.959 -0.870 -2.572
C -1.128 3.479 -0.314 0.283
C 1.620 1.575 1.817 0.043
C -2.559 2.747 -0.402 -0.221
C -5.585 5.094 -1.711 -1.207
C 0.311 5.034 0.978 0.427
C -5.683 1.684 0.715 -0.452
C -7.860 -1.452 0.301 -1.264
C -4.345 1.195 0.751 -0.394
C 3.309 -2.356 -1.061 -1.131
C 4.274 -6.215 1.989 -1.127
C -0.256 2.184 0.000 3.504
C -1.070 0.872 -0.433 -0.685
C 2.042 0.096 1.574 -1.021
C -4.165 -0.200 0.640 -0.099
C -6.800 0.832 0.575 -1.105
C -3.668 3.250 -1.362 -1.290
C -5.289 -1.048 0.479 -0.902
C -3.210 2.227 0.953 -0.180
C 0.138 1.873 1.502 -1.308
C 2.781 -5.874 0.204 -0.969
C 2.100 2.104 -1.305 -0.081
C -4.494 4.483 -0.721 0.206
C 4.551 -4.084 -2.092 -1.240
C -1.940 5.056 1.441 0.384
C 6.857 -5.485 -0.258 -0.788
H -7.830 1.226 0.580 0.266
H 3.901 -3.859 -2.942 0.412
H -2.431 1.289 -1.990 0.370
H -4.468 2.501 -1.546 0.605
H 4.046 -1.579 -1.304 0.328
H -4.769 4.433 0.362 0.512
H 8.229 -4.029 1.380 0.376
H -7.816 -2.318 1.001 0.342
H 2.261 -0.106 0.513 0.090
H 3.083 2.284 -1.725 0.423
H 2.581 -2.404 -1.876 0.485
H 2.056 -5.275 0.761 0.352
H 3.610 -5.725 2.706 0.381
H -0.447 1.003 1.871 0.991
H -0.183 2.112 -3.317 0.274
H -3.156 -0.637 0.676 0.344
H -1.872 2.622 -3.572 0.317
H -0.538 3.544 -4.294 0.517
H 2.755 -2.046 -0.177 0.160
H 2.876 -0.186 2.246 0.426
H 5.292 -6.147 2.377 0.265
H 1.192 -0.565 1.851 0.252
H -7.964 -1.889 -0.712 0.266
H 6.901 -3.243 2.208 0.279
H 7.939 -5.391 -0.373 0.384
H -6.120 5.982 -1.340 0.451
H -3.668 3.047 1.547 0.928
H -0.171 2.715 2.166 0.158
H 4.031 -7.278 1.955 0.416
H -2.483 1.751 1.639 0.457
H 2.540 -6.930 0.347 0.379
H 6.474 -5.539 -1.271 0.176
H 7.116 -4.989 2.373 0.316
H 4.666 -5.170 -2.121 0.369
H 5.518 -3.597 -2.264 0.316
H -5.381 5.082 -2.792 0.302
H 2.639 -5.690 -0.857 0.288
H -3.367 3.610 -2.358 0.633
H -8.776 -0.899 0.595 0.331
H 2.349 2.293 1.404 0.442
H -5.919 2.757 0.808 0.194
H 6.666 -6.449 0.232 0.258
H -5.139 -2.137 0.388 0.350
```

Computed properties:
structure (SMILES) = C#C[C@]1(C[C@H](C)F)C(=O)N[C@](Cc2ccc(C)cc2)(C[C@@H]2CO2)[C@]1(N(C(=O)F)C(=O)F)S(C)(=O)=O.CN(C)P(=O)(N(C)C)N(C)C
2S+1 = 1
F_max = 8.08 eV/A
energy = -2970.114833 Ha
HOMO = -8.3 eV